No. 1
Formula: C36H70N13O4PS4Ti
Source: OMol25
Level of theory: ωB97M-V/def2-TZVPD

Calculated values
* gap between HOMO and LUMO: 6.7 eV
* DFT total energy: -5210.19284 Eh
* LUMO energy: 0.17 eV
* HOMO level: -6.515 eV

Atoms and positions in Å:
Ti: -0.396 0.626 -0.658
C: 1.120 5.980 0.146
N: 0.861 4.634 0.630
C: 0.779 4.515 2.072
C: 0.668 3.599 -0.238
N: -0.174 2.628 -0.069
C: -1.296 2.659 0.865
C: -1.075 1.487 1.862
N: -0.124 0.571 1.249
C: -1.982 -0.611 -0.168
C: -1.181 -1.728 -0.824
N: -0.387 -1.062 -1.923
C: -0.109 -1.757 -2.992
N: -0.125 -3.127 -3.008
C: 0.435 -3.893 -1.905
C: -1.025 -3.861 -3.881
N: 0.182 -1.170 -4.197
C: 0.640 -1.932 -5.345
C: -0.106 0.216 -4.508
C: 1.210 0.755 1.779
C: 2.025 -0.359 1.205
N: 1.790 -0.297 -0.248
C: 2.634 -0.987 -0.962
N: 2.871 -0.647 -2.271
C: 3.416 -1.582 -3.231
C: 2.869 0.738 -2.684
N: 3.363 -2.052 -0.502
C: 2.859 -3.033 0.448
C: 4.803 -2.097 -0.689
N: 1.481 3.592 -1.355
C: 0.932 3.493 -2.701
C: 2.821 4.141 -1.294
H: 0.476 6.674 0.688
H: 0.862 6.063 -0.906
H: 2.159 6.281 0.311
H: 1.654 5.000 2.513
H: 0.789 3.472 2.372
H: -0.116 4.999 2.475
H: -2.201 2.481 0.275
H: -1.450 3.631 1.328
H: -2.026 0.999 2.077
H: -0.680 1.854 2.812
H: -2.925 -0.402 -0.662
H: -2.108 -0.797 0.893
H: -1.822 -2.485 -1.282
H: -0.548 -2.220 -0.082
H: 1.100 -3.256 -1.330
H: 1.025 -4.719 -2.316
H: -0.312 -4.311 -1.229
H: -1.538 -3.186 -4.563
H: -1.780 -4.377 -3.281
H: -0.487 -4.612 -4.467
H: 1.036 -2.894 -5.037
H: 1.428 -1.372 -5.854
H: -0.164 -2.095 -6.068
H: -0.181 0.811 -3.608
H: -1.041 0.319 -5.065
H: 0.700 0.617 -5.125
H: 1.186 0.722 2.873
H: 1.638 1.729 1.481
H: 1.655 -1.282 1.649
H: 3.091 -0.247 1.428
H: 3.217 -2.602 -2.913
H: 4.496 -1.462 -3.375
H: 2.937 -1.413 -4.193
H: 2.313 1.339 -1.972
H: 2.412 0.830 -3.669
H: 3.892 1.133 -2.747
H: 1.777 -2.992 0.543
H: 3.285 -2.888 1.444
H: 3.128 -4.032 0.097
H: 5.144 -1.263 -1.297
H: 5.111 -3.033 -1.165
H: 5.302 -2.032 0.283
H: 0.088 2.812 -2.723
H: 1.712 3.117 -3.366
H: 0.593 4.467 -3.066
H: 3.168 4.171 -0.264
H: 2.889 5.147 -1.722
H: 3.490 3.490 -1.861
N: -4.673 5.660 3.712
C: -4.206 5.631 2.404
C: -3.186 6.490 1.992
C: -2.685 6.416 0.702
C: -3.193 5.487 -0.189
C: -4.221 4.639 0.204
C: -4.720 4.704 1.489
S: -2.516 5.324 -1.814
O: -3.606 5.436 -2.757
O: -1.430 6.268 -1.909
N: -1.888 3.859 -1.773
C: -2.424 2.787 -2.321
S: -3.855 2.799 -3.359
C: -3.759 1.080 -3.495
C: -2.711 0.611 -2.814
N: -1.919 1.539 -2.132
H: -4.536 6.526 4.206
H: -5.590 5.271 3.857
H: -2.789 7.222 2.686
H: -1.906 7.088 0.369
H: -4.630 3.922 -0.499
H: -5.517 4.036 1.796
H: -4.472 0.508 -4.065
H: -2.449 -0.431 -2.762
C: -1.756 -4.250 5.538
C: -1.871 -5.291 4.437
C: -3.035 -5.017 3.501
O: -0.594 -5.432 3.774
P: -0.094 -4.696 2.420
S: -0.813 -5.575 0.816
S: -0.303 -2.725 2.572
O: 1.471 -5.106 2.492
C: 2.329 -5.207 3.645
C: 2.218 -6.593 4.257
C: 2.147 -4.102 4.673
H: -2.680 -4.223 6.120
H: -1.575 -3.266 5.106
H: -0.934 -4.496 6.212
H: -2.023 -6.273 4.893
H: -2.936 -4.040 3.028
H: -3.958 -5.031 4.086
H: -3.096 -5.772 2.721
H: 3.331 -5.104 3.214
H: 1.240 -6.729 4.715
H: 2.991 -6.729 5.017
H: 2.347 -7.353 3.486
H: 1.165 -4.153 5.140
H: 2.247 -3.116 4.221
H: 2.910 -4.220 5.447

Löwdin atomic charge list, values in e, 8 entries:
1 Ti 1.06
2 C -0.05
3 N -0.12
4 C -0.04
5 C -0.36
6 N -0.03
7 C -0.17
8 C -0.19

***

No. 2
Formula: C36H71N3O27
Source: OMol25
Level of theory: ωB97M-V/def2-TZVPD

Calculated values
* gap between HOMO and LUMO: 9.5 eV
* DFT total energy: -3609.81840 Eh
* LUMO energy: 0.19 eV
* HOMO level: -9.286 eV
* structure (SMILES): COC(=O)OC.COC(=O)OC.COC(=O)OC.COC(=O)OC.COC(=O)OC.COC(=O)OC.COC(=O)OC.COC(=O)OC.COCCOCCOC.CC#N.CC#N.CC#N

Atoms and positions in Å:
C: 2.679 1.629 6.340
O: 2.035 0.889 7.405
C: 1.493 1.645 8.376
O: 1.425 2.889 8.383
O: 0.956 0.789 9.244
C: 0.026 1.283 10.239
H: 1.925 2.125 5.729
H: 3.183 0.980 5.623
H: 3.463 2.335 6.611
H: -0.513 2.155 9.867
H: 0.576 1.496 11.156
H: -0.701 0.483 10.374
C: -9.077 5.747 9.663
O: -8.484 4.600 9.222
C: -7.455 4.594 8.475
O: -6.905 5.544 8.021
O: -7.079 3.328 8.251
C: -6.038 2.902 7.438
H: -9.813 5.438 10.405
H: -9.665 6.190 8.858
H: -8.457 6.484 10.173
H: -5.150 2.474 7.904
H: -5.715 3.646 6.710
H: -6.491 2.131 6.814
C: -3.285 5.105 -2.065
O: -2.085 5.386 -1.374
C: -2.157 5.859 -0.143
O: -3.198 6.223 0.378
O: -0.978 5.800 0.397
C: -0.885 6.055 1.810
H: -4.020 5.910 -2.066
H: -3.662 4.143 -1.718
H: -2.996 4.897 -3.095
H: -1.536 6.870 2.128
H: 0.097 6.403 2.129
H: -1.152 5.201 2.432
C: -12.128 -0.009 4.224
O: -12.061 1.420 4.043
C: -11.063 1.928 3.315
O: -10.197 1.230 2.720
O: -11.089 3.286 3.427
C: -10.018 4.024 2.855
H: -11.833 -0.551 3.326
H: -13.132 -0.341 4.487
H: -11.456 -0.371 5.003
H: -9.730 3.601 1.892
H: -9.162 3.708 3.452
H: -10.220 5.094 2.907
C: 11.432 0.344 -4.369
O: 10.298 0.979 -4.994
C: 10.392 2.251 -5.255
O: 11.339 2.994 -5.021
O: 9.282 2.685 -5.842
C: 9.226 4.103 -6.197
H: 11.557 0.562 -3.308
H: 12.342 0.840 -4.707
H: 11.429 -0.716 -4.626
H: 9.274 4.712 -5.294
H: 8.367 4.361 -6.816
H: 10.198 4.279 -6.658
C: 12.326 -7.315 1.684
O: 10.898 -7.349 1.785
C: 10.180 -6.342 1.223
O: 10.526 -5.308 0.649
O: 8.901 -6.693 1.376
C: 7.889 -5.802 0.941
H: 12.680 -7.524 0.674
H: 12.714 -8.147 2.272
H: 12.820 -6.385 1.967
H: 8.173 -4.808 1.289
H: 6.894 -6.076 1.289
H: 7.812 -5.787 -0.146
C: 0.665 -8.398 -5.700
O: 1.996 -8.690 -5.328
C: 2.241 -9.551 -4.306
O: 1.424 -9.933 -3.457
O: 3.518 -9.984 -4.457
C: 3.938 -11.153 -3.785
H: 0.438 -7.484 -5.153
H: 0.011 -9.255 -5.536
H: 0.621 -8.177 -6.767
H: 4.003 -10.976 -2.711
H: 4.802 -11.638 -4.240
H: 3.062 -11.801 -3.822
C: -10.020 -0.824 -7.079
O: -8.722 -0.895 -7.606
C: -7.647 -0.226 -7.131
O: -7.659 0.791 -6.406
O: -6.574 -0.805 -7.730
C: -5.308 -0.303 -7.527
H: -10.377 0.126 -7.477
H: -9.885 -0.784 -5.998
H: -10.743 -1.571 -7.408
H: -5.226 0.611 -6.940
H: -4.990 -0.001 -8.525
H: -4.550 -1.041 -7.263
C: -3.179 -0.611 -0.529
O: -1.782 -0.903 -0.589
C: -1.448 -2.190 -1.190
C: 0.083 -2.451 -1.188
O: 0.778 -1.775 -2.192
C: 0.664 -0.351 -2.193
C: 1.230 0.406 -0.971
O: 2.450 -0.178 -0.463
C: 3.608 0.124 -1.158
H: -3.649 -1.343 0.129
H: -3.631 -0.617 -1.520
H: -3.253 0.304 0.059
H: -1.815 -2.168 -2.217
H: -1.991 -2.963 -0.647
H: 0.189 -3.522 -1.360
H: 0.609 -2.149 -0.282
H: -0.372 -0.068 -2.378
H: 1.114 0.099 -3.078
H: 0.529 0.253 -0.151
H: 1.288 1.456 -1.258
H: 3.912 1.042 -0.656
H: 3.552 0.298 -2.232
H: 4.179 -0.778 -0.937
C: -1.598 -3.590 4.708
C: -2.653 -3.728 5.707
N: -3.560 -3.819 6.486
H: -0.635 -3.501 5.211
H: -1.732 -2.707 4.083
H: -1.684 -4.421 4.007
C: 6.229 10.030 -0.504
C: 5.595 8.878 -1.147
N: 5.037 8.004 -1.648
H: 6.011 10.195 0.551
H: 6.018 10.913 -1.107
H: 7.299 9.876 -0.364
C: 4.086 -1.789 -8.307
C: 3.072 -0.705 -8.525
N: 2.269 0.109 -8.779
H: 3.609 -2.696 -8.679
H: 4.263 -1.875 -7.235
H: 5.067 -1.637 -8.756

Löwdin atomic charge list, values in e, 8 entries:
1 C -0.04
2 O 0.00
3 C -0.57
4 O 0.08
5 O -0.01
6 C -0.02
7 H 0.09
8 H 0.09

***

No. 3
Formula: C36H72AlN4O2
Source: OMol25
Level of theory: ωB97M-V/def2-TZVPD

Calculated values
* gap between HOMO and LUMO: 6.7 eV
* DFT total energy: -2026.14633 Eh
* LUMO energy: 2.16 eV
* HOMO level: -4.580 eV
* charge: -1
* energy relative to the best compared isomer or geometry (same formula, charge and spin): 1633.8 kJ/mol

Atoms and positions in Å:
C: 1.955 -4.213 3.326
C: 2.025 -4.930 2.025
C: 1.608 -4.345 0.553
Al: 1.429 -2.305 0.438
C: -0.371 -1.685 1.228
C: -0.904 -2.571 2.500
C: -2.574 -2.501 2.497
C: -3.161 -0.985 2.271
N: -3.546 -0.786 0.822
C: -2.986 0.487 0.229
C: -5.027 -0.956 0.573
C: -6.019 0.262 1.084
O: -5.517 -2.043 -0.085
C: 3.083 -1.432 1.279
C: 3.492 0.030 0.653
C: 3.810 1.046 1.943
N: 4.034 2.479 1.499
C: 3.260 3.476 2.336
C: 1.975 4.151 1.508
C: 1.940 5.748 1.078
C: 0.628 6.324 0.217
C: -0.630 5.315 -0.203
C: -0.629 3.735 0.241
C: 0.694 3.212 1.101
O: 0.707 1.802 1.521
C: 1.318 -1.855 -1.603
C: 0.252 -2.844 -2.382
C: 2.789 -1.741 -2.318
C: 2.893 -0.248 -3.063
H: 2.474 -3.201 3.601
H: 1.316 -4.744 4.183
H: 2.378 -6.069 2.065
H: 0.621 -4.823 0.132
H: 2.473 -4.681 -0.196
H: -1.173 -1.840 0.357
H: -0.412 -0.556 1.534
H: -0.641 -3.707 2.368
H: -0.479 -2.172 3.538
H: -2.953 -2.983 3.505
H: -2.910 -3.169 1.577
H: -4.135 -0.822 2.941
H: -2.367 -0.182 2.655
H: -3.058 1.393 0.967
H: -3.577 0.724 -0.764
H: -1.844 0.333 -0.083
H: -5.623 0.604 2.131
H: -5.879 1.142 0.299
H: -7.107 -0.177 1.086
H: 4.000 -2.159 1.046
H: 2.995 -1.404 2.450
H: 2.718 0.483 -0.098
H: 4.527 -0.021 0.062
H: 4.758 0.625 2.494
H: 2.915 0.962 2.716
H: 5.075 2.650 1.626
H: 4.000 4.391 2.526
H: 2.859 3.050 3.351
H: 2.834 6.483 1.371
H: 0.527 7.453 -0.123
H: -1.548 5.698 -0.832
H: -1.501 2.970 -0.039
H: 0.832 1.179 0.746
H: 0.826 -0.768 -1.635
H: 0.396 -2.750 -3.542
H: -0.862 -2.471 -2.166
H: 0.367 -3.950 -2.010
H: 2.782 -2.520 -3.219
H: 3.647 -1.929 -1.545
H: 3.266 0.519 -2.262
H: 3.600 -0.301 -4.013
H: 1.849 0.138 -3.450
C: -2.309 3.147 4.173
C: -3.553 3.380 5.029
N: -4.081 2.168 5.662
C: -5.406 2.363 6.262
C: -5.513 3.328 7.438
C: -3.138 1.401 6.478
C: -2.480 2.112 7.654
H: -2.499 2.403 3.392
H: -2.019 4.081 3.682
H: -1.455 2.817 4.771
H: -4.320 3.792 4.363
H: -3.328 4.156 5.766
H: -5.812 1.390 6.566
H: -6.085 2.713 5.475
H: -5.126 2.888 8.358
H: -6.567 3.567 7.622
H: -4.996 4.273 7.255
H: -2.345 1.020 5.821
H: -3.631 0.491 6.848
H: -2.151 3.125 7.406
H: -1.592 1.553 7.971
H: -3.145 2.162 8.517
C: 1.247 -1.966 -6.200
C: 1.341 -2.086 -7.720
N: 2.366 -1.231 -8.326
C: 2.270 -1.166 -9.789
C: 2.520 -2.452 -10.570
C: 3.725 -1.377 -7.800
C: 4.370 -2.755 -7.885
H: 1.060 -0.931 -5.895
H: 0.417 -2.579 -5.832
H: 2.154 -2.320 -5.703
H: 0.361 -1.798 -8.119
H: 1.488 -3.139 -7.978
H: 2.947 -0.389 -10.163
H: 1.266 -0.805 -10.046
H: 3.583 -2.694 -10.619
H: 2.178 -2.325 -11.605
H: 1.982 -3.307 -10.155
H: 3.722 -1.065 -6.748
H: 4.386 -0.649 -8.289
H: 3.685 -3.561 -7.611
H: 5.221 -2.806 -7.195
H: 4.763 -2.955 -8.883

Löwdin atomic charge list, values in e, 8 entries:
1 C -0.10
2 C -0.22
3 C -0.26
4 Al 0.25
5 C -0.24
6 C -0.26
7 C -0.19
8 C -0.20